(1)
19
Properties=species:S:1:pos:R:3 method="wB97M-V/def2-TZVPD" total_energy_ha=-456.32361 charge=0 spin_multiplicity=1
C 0.376 1.541 0.036
C -1.124 1.762 0.129
C 0.193 -1.093 1.189
C 0.252 -0.785 -1.370
C 0.801 -0.439 -0.031
N 1.291 2.340 0.130
N 2.222 -0.452 0.175
O 2.891 0.139 -0.650
O 2.675 -0.943 1.195
H -1.534 0.838 -0.137
H -1.198 1.983 1.250
H -1.312 2.487 -0.601
H 0.308 -0.608 2.062
H 0.653 -2.117 1.268
H -0.760 -1.356 0.928
H -0.725 -0.297 -1.472
H 0.253 -1.862 -1.583
H 0.736 -0.137 -2.085
H 2.323 1.991 0.024

***

(2)
19
Properties=species:S:1:pos:R:3 method="wB97M-V/def2-TZVPD" total_energy_ha=-456.17575 charge=0 spin_multiplicity=1
C 2.353 -0.038 -0.146
C 0.864 -0.118 -0.478
C 0.312 -1.419 0.184
C -1.797 -0.246 -0.289
C -1.337 1.230 -0.263
H 1.819 1.224 0.826
H 0.704 -0.457 -1.451
H 0.036 -2.215 -0.697
H 0.785 -1.659 0.944
H -1.273 -0.816 1.824
H -2.977 -0.295 0.429
H -1.736 -0.675 -1.056
H -1.897 1.827 0.850
H -1.595 1.699 -0.936
H 0.694 2.107 -0.640
N -1.149 -1.275 0.630
N 0.239 1.050 -0.079
O 2.725 0.967 0.806
O 3.229 -0.891 -0.459

***

(3)
19
Properties=species:S:1:pos:R:3 method="wB97M-V/def2-TZVPD" total_energy_ha=-456.34662 smiles="C#C[C@](C)(O)NN.C=O" charge=0 spin_multiplicity=1
C -0.894 1.801 -1.508
C -0.483 0.870 -0.856
C 0.694 -0.004 -0.158
C 2.024 0.687 -0.442
O 0.687 -1.252 -0.723
N 0.366 -0.022 1.246
N 0.304 -1.218 1.988
H -1.318 2.599 -2.057
H 2.047 1.672 0.019
H 2.152 0.794 -1.516
H 2.828 0.071 -0.041
H -0.238 -1.613 -0.669
H 0.574 0.818 1.768
H 1.195 -1.709 1.931
H -0.412 -1.807 1.567
C -2.317 -0.360 -0.180
O -1.919 -1.520 -0.340
H -3.104 0.056 -0.823
H -2.188 0.138 0.794

***

(4)
19
Properties=species:S:1:pos:R:3 method="wB97M-V/def2-TZVPD" total_energy_ha=-456.44422 smiles="NC(=O)N(O)C1CCC1" charge=0 spin_multiplicity=1
N -1.613 1.674 -0.085
C -1.946 0.315 0.098
O -2.759 -0.176 0.840
N -1.118 -0.511 -0.623
O -1.645 -1.832 -0.590
C 0.299 -0.557 -0.489
C 0.938 -0.799 0.900
C 2.157 -0.014 0.428
C 1.243 0.632 -0.650
H -1.164 1.780 -0.988
H -2.334 2.354 0.145
H -2.274 -1.782 0.191
H 0.641 -1.380 -1.186
H 0.395 -0.223 1.661
H 1.077 -1.869 1.145
H 3.005 -0.585 0.044
H 2.684 0.677 1.121
H 1.602 0.727 -1.681
H 0.814 1.569 -0.280

***

(5)
19
Properties=species:S:1:pos:R:3 method="wB97M-V/def2-TZVPD" total_energy_ha=-456.37433 charge=0 spin_multiplicity=1
H -2.622 -0.161 -0.184
N -2.022 -0.727 0.408
C -0.809 -0.771 0.052
C -0.134 -0.101 -1.115
C 0.538 1.147 -0.595
C 1.320 1.914 -1.330
C 0.212 1.479 0.882
N 0.065 -1.599 0.792
O -0.518 -2.095 1.944
O 0.539 -2.669 -0.014
H 0.605 -0.768 -1.563
H -0.888 0.170 -1.860
H 1.762 2.813 -0.935
H 1.572 1.656 -2.345
H -0.848 1.694 0.986
H 0.525 0.736 1.613
H 0.768 2.373 1.155
H -1.475 -2.203 1.764
H 1.411 -2.889 0.345

***

(6)
19
Properties=species:S:1:pos:R:3 method="wB97M-V/def2-TZVPD" total_energy_ha=-456.44447 charge=0 spin_multiplicity=1
H -0.994 0.928 2.570
N -1.809 0.720 1.994
C -1.558 0.093 0.941
C -0.124 -0.777 0.556
C 1.186 -0.732 1.302
N -0.251 0.135 -0.583
C 0.360 1.456 -0.546
C -0.252 -0.624 -1.737
O -0.934 -1.606 -1.938
O 0.551 -0.083 -2.689
H -2.394 -0.172 0.302
H -0.517 -1.771 0.346
H 2.002 -1.004 0.628
H 1.134 -1.435 2.132
H 1.414 0.243 1.737
H 1.444 1.387 -0.637
H -0.037 2.036 -1.377
H 0.169 1.927 0.416
H 0.609 -0.720 -3.415

***

(7)
19
Properties=species:S:1:pos:R:3 method="wB97M-V/def2-TZVPD" total_energy_ha=-456.45431 charge=0 spin_multiplicity=1
H 0.692 -1.890 -1.692
N 1.336 -1.123 -1.915
C 0.820 0.011 -1.560
C -0.555 0.166 -0.930
N -1.487 -0.831 -1.519
C -0.503 0.135 0.647
O -1.272 1.204 1.172
O -1.128 -1.046 1.138
C 0.881 0.154 1.239
C 1.529 1.208 1.750
H 1.408 0.936 -1.693
H -0.907 1.153 -1.255
H -1.517 -1.634 -0.883
H -1.132 -1.153 -2.419
H -2.110 1.173 0.678
H -1.076 -0.955 2.106
H 1.402 -0.804 1.221
H 2.538 1.101 2.138
H 1.078 2.196 1.778

***

(8)
21
Properties=species:S:1:pos:R:3 method="wB97M-V/def2-TZVPD" total_energy_ha=-1196.02824 charge=-1 spin_multiplicity=1
C -1.448 1.598 -2.148
C -1.586 -1.073 2.363
C 2.560 -0.065 -1.190
C -0.629 -0.125 1.617
C 1.467 0.484 -0.256
N -1.816 0.317 -1.964
N -1.602 -0.728 -1.476
O -0.732 2.014 -3.026
O 0.909 -2.120 0.228
P 0.240 -0.832 0.090
S -2.325 2.349 -0.880
H -1.902 -1.887 1.460
H -1.076 -1.842 3.003
H -2.388 -0.522 2.800
H 3.526 0.398 -0.882
H 2.453 -1.109 -1.117
H 2.400 0.116 -2.251
H 0.219 0.102 2.274
H -1.083 0.767 1.301
H 0.938 1.466 -0.634
H 1.877 0.691 0.690